This record from OMol25 describes a 2-piece molecular cluster, C3H9S2 overall in a non-equilibrium geometry. The level of theory is ωB97M-V/def2-TZVPD.

The geometry in XYZ format:
```
14
Properties=species:S:1:pos:R:3:lowdin_spin:R:1
C -3.61 1.34 1.48 0.122
S -2.56 0.08 0.97 0.824
H -3.14 2.36 1.57 0.002
H -4.34 1.33 0.65 0.041
H -4.19 1.01 2.40 0.012
C 0.66 -0.35 -0.90 0.000
S 2.19 -0.40 -2.00 0.000
C 3.25 -1.03 -0.63 0.000
H 0.92 0.48 -0.19 0.000
H 0.59 -1.40 -0.40 0.000
H -0.01 -0.01 -1.72 0.000
H 3.61 -0.23 -0.10 0.000
H 2.64 -1.51 0.08 0.000
H 4.02 -1.67 -1.20 0.000
```

Results
LUMO level (spin up / spin down)   0.0352 / -0.0658 Eh
Net charge   0
Spin multiplicity   2
ΔE to the lowest compared entry with this formula, charge and spin   1.110 eV
Electronic energy   -915.971920 Eh


This record from OMol25 describes an isolated molecule of C3HBrCl2O in a non-equilibrium geometry. The level of theory is ωB97M-V/def2-TZVPD.

The geometry in XYZ format:
```
8
Properties=species:S:1:pos:R:3:lowdin_spin:R:1
C 0.04 1.18 0.30 0.640
C -0.22 0.02 -0.32 0.528
C 0.34 -1.22 0.26 0.146
O 1.02 -1.27 1.24 0.226
Cl -1.17 -0.08 -1.74 0.194
Cl -0.06 -2.67 -0.63 0.019
Br -0.59 2.82 -0.29 0.224
H 0.64 1.21 1.19 0.023
```

Results
LUMO level (spin up / spin down)   0.0123 / -0.1386 Eh
Net charge   0
Spin multiplicity   3
Electronic energy   -3684.420045 Eh


This record from OMol25 describes an isolated molecule of C3HBrClNO2 in a non-equilibrium geometry. The level of theory is ωB97M-V/def2-TZVPD.

The geometry in XYZ format:
```
9
Properties=species:S:1:pos:R:3:mulliken_charge:R:1
C -0.39 0.84 1.41 -0.092
C 1.28 -1.08 -0.71 0.160
C -1.06 0.64 0.16 0.743
N 0.24 0.94 2.36 -0.296
O 0.15 -0.34 -0.66 -0.342
O 2.17 -1.51 -0.04 -0.443
Cl -2.48 -0.34 0.25 -0.056
Br -1.14 2.16 -0.95 0.037
H 1.24 -1.31 -1.81 0.290
```

Results
LUMO level   -0.0405 Eh
SMILES   N#C[C@@](Cl)(Br)OC=O
Net charge   0
ΔE to the lowest compared entry with this formula, charge and spin   1.747 eV
Electronic energy   -3354.247991 Eh


This record from OMol25 describes a 2-piece molecular cluster, C3HBrN2 overall in a non-equilibrium geometry. The level of theory is ωB97M-V/def2-TZVPD.

The geometry in XYZ format:
```
7
Properties=species:S:1:pos:R:3:mulliken_charge:R:1
C 0.08 0.79 -1.27 0.357
C 0.52 -1.37 0.71 0.073
C -0.21 0.53 0.10 -0.282
N 0.34 0.98 -2.37 -0.242
N 0.80 -2.33 1.26 -0.320
Br -2.02 0.47 0.77 0.052
H 0.48 0.92 0.80 0.362
```

Results
LUMO level   -0.0767 Eh
Net charge   0
ΔE to the lowest compared entry with this formula, charge and spin   2.575 eV
Electronic energy   -2798.305938 Eh